DFT (ωB97M-V with the def2-TZVPD basis set) results for a structure of composition C6H5O6Yb at a distorted geometry.

Last column: Löwdin charge in e.
Element x y z (Å)
O: 2.37118 -1.97957 2.25889  0.280
C: 1.52346 -1.62023 1.47715  -0.200
Yb: 0.29061 0.02122 -1.79263  1.551
O: -1.14731 -0.34220 -0.18177  -0.077
C: -0.80463 -1.42778 0.46339  -0.308
C: 1.63230 -1.00716 0.08424  -0.132
O: 1.90930 0.18455 -0.19626  0.031
C: -1.23141 -2.67152 -0.00494  0.100
O: -1.79076 -3.69207 -0.14964  0.366
C: 0.00680 -1.41087 1.72297  -0.208
O: -0.43542 -1.06145 2.80255  0.282
H: 1.28423 -1.68304 -0.85342  0.145
C: -0.69434 2.83533 -0.55620  -0.036
O: -0.27684 2.11951 -1.75475  -0.250
H: -0.35478 3.87300 -0.61468  0.117
H: -0.23358 2.33533 0.29652  0.088
H: -1.78681 2.79740 -0.48692  0.111
H: -0.26200 2.72956 -2.51451  0.140

For the LUMO energy (spin up / spin down), the calculation gives -10.2 / -11.0 eV. The calculation puts the HOMO energy (spin up / spin down) at -17.7 / -17.6 eV. For the molar mass, the calculation gives 346.1 g mol⁻¹. The largest force on an atom is 0.09718 hartree/bohr. As for the orbital gap (spin up / spin down): 7.5 / 6.6 eV. As for the expectation value of S²: 0.76. The value obtained for the relative energy (zero: lowest compared OMol25 entry of this formula, charge and spin) is 33.8 kcal per mole. The spin multiplicity is 2. As for the net charge: +2.

DFT (ωB97M-V with the def2-TZVPD basis set) results for a cluster of 3 separate species, C6H6 in total.

Last column: Löwdin charge in e.
Element x y z (Å)
C: -0.70079 0.33890 1.92919  -0.009
C: 0.36359 0.88775 1.86353  -0.011
C: 1.85583 0.74112 -0.57810  -0.009
C: 1.42236 0.15842 -1.53244  -0.011
C: -1.15760 -1.07551 -1.35316  -0.009
C: -1.78293 -1.05216 -0.33016  -0.011
H: -1.64795 -0.10458 2.10686  0.009
H: 1.28372 1.41225 1.93143  0.012
H: 2.34182 1.28056 0.19537  0.009
H: 1.15037 -0.32485 -2.43730  0.011
H: -0.70089 -1.16130 -2.30682  0.009
H: -2.42754 -1.10059 0.51160  0.011

For the LUMO energy, the calculation gives 1.3 eV. The calculation puts the HOMO energy at -10.1 eV. For the molar mass, the calculation gives 78.1 g mol⁻¹. The largest force on an atom is 0.01483 hartree/bohr. As for the orbital gap: 11.4 eV. The value obtained for the relative energy (zero: lowest compared OMol25 entry of this formula, charge and spin) is 172.2 kcal per mole. As for the net charge: 0. Its structure (SMILES) is C#C.C#C.C#C.